Record 1
The following is a quantum chemistry calculation of the molecule C4H6N2O, from OMol25.

Each line ends with the natural charge from an NBO analysis.
Cartesian coordinates (Å):
O  2.67306  -1.36508  0.01475  -0.575
C  1.90749  -0.45032  0.00036  0.689
C  0.60948  1.60247  0.01063  -0.042
N  -0.52396  0.74596  0.03377  -0.477
H  -2.22808  -1.39088  0.24999  0.230
H  0.55764  2.24167  -0.88137  0.196
H  2.70913  1.44558  0.02566  0.411
N  1.89073  0.85486  -0.01896  -0.654
C  -1.19782  -1.65243  0.00242  -0.709
H  0.59159  2.25359  0.89740  0.196
H  -0.81870  -2.40220  0.69846  0.245
C  -0.32979  -0.48509  0.01727  0.246
H  -1.16136  -2.09427  -0.99471  0.246

## Properties
ΔE to the lowest compared entry with this formula, charge and spin in kcal per mole: 59.1
LUMO level in eV: 0.85
2S+1: 1
Total energy in eV: -9270.9372
F_max in eV/Å: 4.51

=====

Record 2
The following is a quantum chemistry calculation of the molecule C4H6N2O, from OMol25.

Each line ends with the natural charge from an NBO analysis.
Cartesian coordinates (Å):
C  0.60918  -0.06735  -0.11045  0.441
H  2.18753  -0.75495  1.16496  0.235
H  2.43731  -1.02386  -0.57806  0.252
N  -0.12394  0.85760  0.67945  -0.634
O  -2.15710  -0.79826  0.15160  -0.673
C  -1.36162  1.09190  0.21895  0.096
C  2.05087  -0.32675  0.16580  -0.675
H  2.62514  0.60610  0.12006  0.233
H  -3.00155  -0.33855  0.29527  0.490
N  -0.09503  -0.56822  -1.04630  -0.448
H  0.23061  1.25220  1.53764  0.409
H  -1.98038  0.07134  -1.76741  0.187
C  -1.42102  -0.00120  -0.83150  0.088

## Properties
ΔE to the lowest compared entry with this formula, charge and spin in kcal per mole: 73.6
LUMO level in eV: 0.65
2S+1: 1
Total energy in eV: -9270.3094
F_max in eV/Å: 1.00

=====

Record 3
The following is a quantum chemistry calculation of the molecule C4H6N2O, from OMol25.

Each line ends with the natural charge from an NBO analysis.
Cartesian coordinates (Å):
H  -0.85274  -1.73979  -0.76593  0.376
H  3.03374  0.81307  0.79099  0.419
N  -0.39551  -0.83749  -0.87163  -0.295
C  -0.71603  0.18179  0.04824  0.156
C  0.36188  0.76404  0.66533  -0.492
H  -2.35237  1.02437  1.10255  0.246
H  3.31961  -0.55512  -0.24182  0.402
H  -2.82644  -0.32778  0.03887  0.208
N  2.68949  -0.00860  0.32217  -0.783
C  1.36069  -0.06093  0.12826  0.514
C  -2.16686  0.54266  0.14097  -0.658
H  -2.42865  1.25629  -0.64782  0.236
O  0.97321  -1.05252  -0.71017  -0.328

## Properties
ΔE to the lowest compared entry with this formula, charge and spin in kcal per mole: 90.1
Structure (SMILES): CC1=C=C(N)ON1
LUMO level in eV: 0.84
2S+1: 1
Total energy in eV: -9269.5957
F_max in eV/Å: 0.45

=====

Record 4
The following is a quantum chemistry calculation of the molecule C4H6N2O, from OMol25.

Each line ends with the natural charge from an NBO analysis.
Cartesian coordinates (Å):
N  0.13306  -0.23520  -1.32173  -0.459
C  -1.42894  0.39657  0.14821  0.369
N  -0.19039  0.49427  0.75309  -0.566
H  2.73704  0.63686  0.06581  0.223
H  0.06294  0.98594  1.60045  0.421
H  -1.95918  -0.11036  -1.89304  0.197
H  2.22846  -0.67324  1.16303  0.217
H  -3.18486  -0.27591  0.27816  0.487
C  2.12108  -0.25957  0.15311  -0.657
O  -2.47961  -0.04165  0.89209  -0.668
H  2.46612  -1.00391  -0.56773  0.248
C  -1.19640  0.06489  -1.14847  -0.166
C  0.70275  0.02697  -0.17488  0.354

## Properties
ΔE to the lowest compared entry with this formula, charge and spin in kcal per mole: 31.5
Structure (SMILES): Cc1ncc(O)[nH]1
LUMO level in eV: 0.75
2S+1: 1
Total energy in eV: -9272.1362
F_max in eV/Å: 1.60

=====

Record 5
The following is a quantum chemistry calculation of a cluster of 2 separate species, C4H6N2O in total, from OMol25.

Each line ends with the natural charge from an NBO analysis.
Cartesian coordinates (Å):
N  1.69575  -1.73100  -0.80584  -0.409
O  0.52851  1.51824  -0.08759  -0.531
C  -2.60747  0.09826  0.23485  -0.602
N  3.08527  0.20974  -0.04239  -0.851
H  2.52414  1.04824  0.07452  0.428
C  -1.18703  -0.27779  -0.11776  -0.535
H  -3.12522  -0.75337  0.67945  0.223
H  -0.89745  -1.27294  -0.44010  0.287
H  3.70176  0.02859  0.73766  0.406
H  -3.16902  0.41387  -0.64961  0.213
C  -0.26235  0.64659  -0.11489  0.729
C  2.34665  -0.84463  -0.42894  0.425
H  -2.63354  0.91620  0.96066  0.215

## Properties
ΔE to the lowest compared entry with this formula, charge and spin in kcal per mole: 47.3
Structure (SMILES): CC=C=O.N#CN
LUMO level in eV: 0.68
2S+1: 1
Total energy in eV: -9271.4512
F_max in eV/Å: 1.16

=====

Record 6
The following is a quantum chemistry calculation of the molecule C4H6N2O, from OMol25.

Each line ends with the natural charge from an NBO analysis.
Cartesian coordinates (Å):
H  3.44004  -0.11371  0.05794  0.221
C  2.45219  0.19508  0.41078  -0.614
H  -2.67058  1.61372  -0.99913  0.496
H  1.57674  -1.64759  -0.55002  0.252
N  -2.14244  -0.94287  0.62172  -0.707
H  -3.06388  -0.95371  1.05506  0.355
O  -2.98605  0.99928  -0.32061  -0.672
N  -0.89150  0.30276  -0.94185  -0.540
C  -2.03258  0.06486  -0.12980  0.664
H  2.33831  1.26208  0.20314  0.219
C  1.38486  -0.60987  -0.28813  -0.384
H  2.42290  0.05174  1.49597  0.222
C  0.20038  -0.15447  -0.58888  0.489

## Properties
ΔE to the lowest compared entry with this formula, charge and spin in kcal per mole: 45.7
Structure (SMILES): [H]/N=C(\O)N=C=CC
LUMO level in eV: 0.71
2S+1: 1
Total energy in eV: -9271.5213
F_max in eV/Å: 0.53

=====

Record 7
The following is a quantum chemistry calculation of a cluster of 2 separate species, C4H6N2O in total, from OMol25.

Each line ends with the natural charge from an NBO analysis.
Cartesian coordinates (Å):
H  0.67497  2.56772  1.22234  0.210
C  0.77313  1.66812  0.63570  -0.377
H  -1.50074  -1.60017  0.62306  0.148
C  -0.64820  -1.44195  -0.12304  0.018
H  -1.25334  1.04551  0.55579  0.185
H  1.80277  1.59144  0.31609  0.210
N  1.60378  -0.79929  -2.17700  -0.776
C  -0.19176  0.81351  0.45049  -0.052
H  1.14305  -0.48764  -1.40447  0.416
H  -0.42906  -2.29012  -0.87185  0.186
O  1.34944  -1.55102  -4.41599  -0.548
N  -0.07930  -0.37108  -0.24990  -0.468
C  1.40816  -1.15644  -3.30997  0.847

## Properties
ΔE to the lowest compared entry with this formula, charge and spin in kcal per mole: 61.0
Structure (SMILES): C=CN=C.N=C=O
LUMO level in eV: 0.35
2S+1: 1
Total energy in eV: -9270.8554
F_max in eV/Å: 5.62

=====

Record 8
The following is a quantum chemistry calculation of a cluster of 2 separate species, C4H6N2O in total, from OMol25.

Each line ends with the natural charge from an NBO analysis.
Cartesian coordinates (Å):
C  -1.01205  0.67330  -1.53539  -0.262
C  -1.37544  0.52843  -0.31293  0.382
O  0.69104  -1.66887  2.59102  -0.467
H  -1.57119  -0.46825  1.39805  0.386
H  3.02795  0.49530  2.42846  0.272
N  -2.01775  0.69098  -2.59803  -0.835
C  1.64987  -1.11542  2.20580  0.728
H  3.39756  -0.65245  1.19127  0.246
N  -1.52912  0.37590  0.89608  -0.623
H  0.02713  0.82453  -1.91805  0.225
H  -2.51000  -0.15637  -2.86079  0.367
C  2.79457  -0.53419  1.96608  -0.779
H  -1.57257  1.00711  -3.45158  0.359

## Properties
ΔE to the lowest compared entry with this formula, charge and spin in kcal per mole: 95.1
Structure (SMILES): N=C=CN.C=C=O
LUMO level in eV: 0.61
2S+1: 1
Total energy in eV: -9269.3783
F_max in eV/Å: 4.92

=====

Record 9
The following is a quantum chemistry calculation of the molecule C4H6N2O, from OMol25.

Each line ends with the natural charge from an NBO analysis.
Cartesian coordinates (Å):
H  0.00077  -0.56166  -1.24518  0.216
H  0.67258  0.97145  0.74003  0.270
H  0.59095  -1.91938  -0.24147  0.202
C  1.19501  0.05222  0.46129  -0.540
H  1.60083  -0.40282  1.37020  0.248
C  2.29751  0.41166  -0.43249  0.286
H  -2.41454  1.66266  -0.50087  0.361
C  0.20617  -0.89789  -0.22613  -0.068
H  -2.78483  -0.12481  0.88372  0.161
N  3.15023  0.70035  -1.15835  -0.320
O  -1.01199  -0.96121  0.51280  -0.494
C  -1.87620  0.04707  0.30086  0.408
N  -1.62649  1.02235  -0.46441  -0.730

## Properties
ΔE to the lowest compared entry with this formula, charge and spin in kcal per mole: 30.3
Structure (SMILES): [H]/N=C/OCCC#N
LUMO level in eV: 0.72
2S+1: 1
Total energy in eV: -9272.1889
F_max in eV/Å: 1.12

=====

Record 10
The following is a quantum chemistry calculation of a cluster of 2 separate species, C4H6N2O in total, from OMol25.

Each line ends with the natural charge from an NBO analysis.
Cartesian coordinates (Å):
C  -1.49434  -0.03137  0.18806  -0.450
H  -0.20138  -2.54777  0.89821  0.211
C  -1.56286  1.14941  -0.49373  -0.008
H  1.79980  1.11658  1.25754  0.357
N  0.00304  -0.26885  -1.54006  0.113
H  0.44995  1.95600  0.78035  0.379
C  0.11553  -2.02287  0.00046  -0.133
H  1.77003  1.94307  -0.15538  0.363
N  1.21696  1.36721  0.46711  -1.091
O  -0.62204  0.82725  -1.62888  -0.194
H  1.01543  -2.36430  -0.50468  0.222
H  -1.98243  -0.22537  1.13226  0.234
C  -0.50768  -0.89900  -0.40126  -0.003

## Properties
ΔE to the lowest compared entry with this formula, charge and spin in kcal per mole: 154.3
LUMO level (alpha / beta) in eV: -2.04 / -2.04
2S+1: 1
Total energy in eV: -9266.8129
F_max in eV/Å: 0.60